The following is a quantum chemistry calculation of C4H15N3 as an isolated structure in a non-equilibrium geometry, from the Open Molecules 2025 dataset.

Structure (XYZ):
```
22
Properties=species:S:1:pos:R:3:forces:R:3
C 1.40756 -0.97223 -0.85708 1.67 -0.12 1.39
N 1.26915 -0.71528 0.44156 0.52 -0.58 -0.81
N -0.39421 -1.09007 -1.55887 -1.00 0.89 0.33
N 1.97809 -2.17834 -1.30521 -0.71 0.46 0.02
H 1.69513 -0.09634 -1.44143 -0.47 -0.12 -0.23
H 2.43565 -2.71505 -0.58179 0.11 0.06 -0.49
H 0.05859 0.05307 0.51946 -2.35 1.36 -0.05
H 1.19148 -1.56606 0.99611 0.03 -0.06 -0.06
H -0.50632 -0.95294 -2.55766 -0.21 0.10 0.13
H -0.73038 -2.01170 -1.29741 0.03 0.13 -0.02
H 2.32802 -2.17680 -2.25412 0.23 -0.25 0.47
C -1.03096 0.85708 0.62216 1.35 -0.32 0.55
C -1.23203 0.81396 2.13761 -0.07 0.10 -0.06
C -0.54492 2.23374 0.16804 -0.02 -0.10 0.02
H -2.01693 0.67890 0.16509 0.21 -0.34 -0.17
H -0.85342 -0.33365 -0.94282 0.60 -1.26 -1.07
H -1.66316 -0.13947 2.45260 0.03 -0.01 0.02
H -1.89535 1.60852 2.49930 0.00 0.00 0.01
H -0.27308 0.92962 2.65019 0.00 0.00 0.02
H 0.45389 2.42919 0.56701 0.01 0.03 0.00
H -1.19897 3.04889 0.49968 0.00 -0.01 0.00
H -0.47784 2.29493 -0.92243 0.03 0.04 -0.02
```
Forces are in eV/Å.

2S+1 = 1
Total charge = 0
Orbital gap = 0.299 Ha
HOMO energy = -7.33 eV



The following is a quantum chemistry calculation of a 2-piece molecular cluster, C4H15N3O overall in a non-equilibrium geometry, from the Open Molecules 2025 dataset.

Structure (XYZ):
```
23
Properties=species:S:1:pos:R:3:forces:R:3
C 2.03603 0.52768 -0.48743 -1.66 -1.44 1.63
N 3.23808 0.32579 -1.24733 1.26 1.34 0.39
C 1.90125 -0.68641 0.55932 -0.49 -0.19 -0.05
N 0.75127 -0.66291 1.51749 -0.29 2.18 -0.80
H 1.14783 0.56574 -1.14441 0.01 -0.08 0.39
H 1.98578 1.42869 0.13924 0.58 0.01 -0.46
H 3.10720 -0.39608 -1.90609 -0.16 -0.92 -0.75
H 3.56470 1.14818 -1.76321 -0.40 -0.34 0.39
H 2.76577 -0.72550 1.21676 0.76 0.13 -0.58
H 1.79115 -1.66913 0.04601 0.40 0.75 -0.01
H 0.90331 -1.35611 2.24742 0.08 -0.27 0.11
H 0.77322 0.27017 2.01721 0.12 -1.07 -0.27
H -0.87021 -0.21159 0.72171 0.30 -0.59 0.37
C -2.66577 -1.04255 -0.04518 -0.11 -0.53 0.18
N -1.84634 0.02072 0.51158 -0.79 0.73 -2.22
C -1.93977 1.33958 -0.64006 0.28 1.52 -0.11
O -3.03793 2.01136 -0.62179 0.87 -1.16 0.40
H -3.48693 -0.61963 -0.65642 0.48 -0.08 0.34
H -3.08715 -1.64997 0.76032 -0.03 -0.11 -0.15
H -2.01566 -1.67469 -0.65032 -0.19 -0.03 -0.08
H -2.29611 0.43796 1.27840 -0.47 0.62 1.40
H -1.72771 0.74532 -1.55594 0.11 -0.09 0.13
H -0.99202 1.87338 -0.29729 -0.64 -0.38 -0.25
```
Forces are in eV/Å.

2S+1 = 2
Total charge = -1
Orbital gap (spin up / spin down) = 0.103 / 0.306 Ha
HOMO energy (spin up / spin down) = 0.85 / -4.76 eV



The following is a quantum chemistry calculation of a 2-piece molecular cluster, C4H15N3O overall, from the Open Molecules 2025 dataset.

Structure (XYZ):
```
23
Properties=species:S:1:pos:R:3:forces:R:3
N 1.52039 1.53812 -0.94439 -0.08 -0.38 -0.19
C 0.90042 0.57561 -1.88703 0.02 0.19 0.54
C 1.11728 -0.87083 -1.42263 -0.35 0.39 -0.43
N -0.01637 -1.71580 -1.81123 -0.12 0.09 0.37
H 2.51287 1.35945 -0.86156 0.14 -0.01 -0.03
H 1.42480 2.46320 -1.34045 0.05 0.20 0.11
H -0.16645 0.79991 -1.88138 -0.03 -0.10 -0.17
H 1.29219 0.71136 -2.89677 -0.19 -0.09 -0.14
H 2.00117 -1.23415 -1.94639 0.20 -0.20 0.40
H 1.24819 -0.84888 -0.33576 0.35 -0.09 -0.01
H 0.25940 -2.68787 -1.78945 0.12 -0.11 -0.12
H -0.71061 -1.64349 -1.06752 -0.11 0.07 -0.19
N -1.56794 -1.36552 1.53806 -0.24 -0.03 -0.29
C -0.88422 -0.21852 2.13192 -0.33 0.35 0.33
C -1.16036 1.05575 1.31983 0.44 0.02 0.23
O -0.08804 1.97595 1.40874 0.06 -0.14 -0.07
H -1.33160 -2.21756 2.01297 0.36 -0.34 0.21
H -2.56710 -1.28794 1.69479 -0.05 0.19 -0.17
H 0.19481 -0.36935 2.15095 0.01 -0.19 -0.20
H -1.19160 -0.06520 3.17546 0.14 0.11 -0.03
H -2.03029 1.59195 1.69896 -0.18 -0.15 -0.04
H -1.35754 0.74954 0.28768 -0.01 0.07 -0.09
H 0.60058 1.70427 0.76520 -0.23 0.17 -0.01
```
Forces are in eV/Å.

2S+1 = 1
Total charge = 0
Orbital gap = 0.379 Ha
HOMO energy = -9.28 eV



The following is a quantum chemistry calculation of C4H15N3O as an isolated structure in a non-equilibrium geometry, from the Open Molecules 2025 dataset.

Structure (XYZ):
```
23
Properties=species:S:1:pos:R:3:forces:R:3
C -1.85025 0.20558 -0.86359 1.62 -1.72 -1.70
N -1.86541 0.37212 0.53162 -0.60 -1.00 2.26
C -0.55245 -0.70034 1.10086 2.94 2.74 0.10
C 0.29042 0.52147 1.71098 1.93 -2.48 -3.67
N 1.50703 -0.17887 2.13079 0.05 0.74 1.56
C -0.79567 1.07721 -1.69082 -0.40 -2.96 -1.47
N 0.52513 0.47741 -1.81614 1.43 -2.70 -1.94
H -2.83818 0.41571 -1.14620 -1.44 0.77 -0.90
H -1.62688 -0.82127 -1.27426 -0.55 0.56 0.52
H -1.70310 -0.55506 1.39901 -1.90 0.67 -1.65
H -0.26621 -0.99777 0.10826 0.20 0.39 0.07
H -0.37371 -1.66401 1.62188 -0.91 0.50 0.81
H 0.53095 1.26647 0.82746 -0.74 -1.27 1.65
H -0.28119 1.05580 2.42088 -0.37 0.23 1.06
H 2.04633 0.26128 2.86357 -0.12 0.27 0.01
H 0.81942 -1.82663 -0.90483 0.80 1.21 -0.65
H -0.60134 1.86918 -1.12915 0.23 3.98 2.66
H -1.19898 1.45587 -2.67375 0.47 -0.85 0.89
H 1.25988 0.02802 -1.08988 -1.34 1.87 -1.06
H 0.84660 0.28200 -2.81552 -0.66 0.35 2.06
H 2.11891 -0.36268 1.33583 -0.17 -0.03 0.01
H 1.55871 -1.44623 -0.37942 1.62 0.50 0.72
O 2.44999 -0.73528 -0.26757 -2.08 -1.77 -1.33
```
Forces are in eV/Å.

2S+1 = 1
Total charge = 0
Orbital gap = 0.173 Ha
HOMO energy = -8.12 eV



The following is a quantum chemistry calculation of a 2-piece molecular cluster, C4H15N4O3 overall in a non-equilibrium geometry, from the Open Molecules 2025 dataset.

Structure (XYZ):
```
26
Properties=species:S:1:pos:R:3:forces:R:3
C 2.92027 1.15851 -0.36461 0.47 0.03 -3.69
C 0.76414 -2.41040 0.69782 -1.94 1.11 0.99
C -3.22866 0.50652 -0.75567 -2.46 -2.72 2.81
C 0.85505 -0.02583 -0.03902 -4.12 -0.36 -1.07
N 0.16459 1.17555 -0.21989 1.73 -2.36 0.33
N 2.15646 -0.10097 -0.24544 1.10 1.95 1.45
N 0.16936 -1.22589 0.14014 0.51 3.23 0.12
N -2.64837 1.49388 0.12727 0.36 2.46 -1.71
O 2.75644 2.17717 0.52561 -1.39 0.88 1.07
O 1.45315 -3.05678 -0.20715 4.74 -0.65 0.49
O -2.98080 -0.78540 -0.07808 -1.04 -0.07 1.92
H 2.72416 1.48105 -1.48105 -0.05 0.07 2.37
H 3.96121 0.99365 -0.37101 1.19 -1.38 -0.22
H 1.47071 -2.19582 1.45726 0.49 0.62 1.15
H -0.06514 -2.94268 1.14950 -0.19 -0.40 0.13
H -2.93397 0.32294 -1.78430 1.29 0.67 0.13
H -4.33115 0.63414 -0.87445 0.53 0.01 0.37
H 0.79314 1.95128 -0.05141 -0.49 0.34 -0.20
H -0.89425 1.33159 -0.24072 1.00 -0.49 0.55
H 2.65517 -0.84827 0.19111 0.12 -0.74 -0.03
H -0.83122 -1.16961 0.09323 -0.58 0.18 0.17
H -3.06362 2.41102 -0.15176 0.69 -0.77 0.69
H -2.71108 1.39613 1.14726 -0.53 -0.51 -0.87
H 3.29824 2.08426 1.32641 -0.17 -0.13 -0.45
H 0.98989 -3.45492 -0.86184 -2.47 -1.85 -3.04
H -3.44373 -0.90112 0.87081 1.21 0.90 -3.44
```
Forces are in eV/Å.

2S+1 = 1
Total charge = +1
Orbital gap = 0.403 Ha
HOMO energy = -13.46 eV



The following is a quantum chemistry calculation of a 3-piece molecular cluster, C4H15NO2 overall in a non-equilibrium geometry, from the Open Molecules 2025 dataset.

Structure (XYZ):
```
22
Properties=species:S:1:pos:R:3:forces:R:3
C 1.39875 1.18620 -0.79770 2.52 -1.66 -1.86
C 0.05352 1.40683 -0.18307 -2.53 2.20 2.66
C -0.15007 0.74724 1.20976 2.50 -0.84 0.24
C -1.13432 0.97667 -1.12502 0.87 2.20 -1.34
N 2.67482 1.67894 -0.13139 -5.11 -0.99 2.61
H 1.42779 0.12186 -0.89454 1.01 -0.78 -0.15
H 1.45990 1.52986 -1.83561 -0.29 0.54 0.01
H 0.03760 2.48813 0.07772 -0.66 -0.22 -0.64
H 0.69137 1.05157 1.91823 -0.78 -0.63 -0.80
H -1.02341 0.98434 1.77822 -0.87 0.72 -0.31
H -0.19700 -0.35048 1.10144 0.32 0.35 0.21
H -1.24707 1.75781 -1.92346 -0.23 -0.05 0.98
H -2.11491 0.88414 -0.59789 1.12 -0.31 -0.36
H -0.85033 0.20660 -1.83478 -0.21 -1.06 0.65
H 2.36207 2.55179 0.32430 1.29 0.76 -0.69
H 2.93169 1.05568 0.67094 1.07 0.15 -1.19
H -3.38037 -2.49706 0.95611 -3.57 2.04 -1.34
H -1.96588 -2.64593 0.81353 1.67 0.26 -0.74
O -2.69870 -2.97697 1.28720 1.98 -2.31 2.05
H -0.03223 -1.74140 -1.20066 0.34 -1.01 1.01
H 1.03697 -1.58525 -0.13290 -0.18 -0.70 0.15
O 0.34030 -2.20626 -0.40280 -0.25 1.35 -1.16
```
Forces are in eV/Å.

2S+1 = 2
Total charge = +1
Orbital gap (spin up / spin down) = 0.364 / 0.139 Ha
HOMO energy (spin up / spin down) = -13.78 / -13.78 eV



Here are the calculated electronic energy numbers, same order: -8858.999; -10906.029; -10908.659; -10895.782; -16486.995; -9965.368 (eV).
Here are the calculated energy relative to the best compared isomer or geometry (same formula, charge and spin) numbers, same order: 232.4; 176.2; 85.0; 1327.4; 17.1; 238.4 (kJ/mol).